C4H15N3O | wB97M-V/def2-TZVPD

## Properties
- Orbital gap: 9.7 eV
- Molar mass: 121.2 g/mol
- F_max: 2.95 eV/Å
- SMILES string: CNCCNCN.O
- Highest occupied orbital energy: -8.65 eV
- ΔE to the lowest compared entry with this formula, charge and spin: 39.81 kcal/mol

```
23
Properties=species:S:1:pos:R:3:forces:R:3:nbo_charge:R:1
C -2.535478 -0.297279 0.519603 -1.32 -0.71 1.16 -0.43
N -1.110432 -0.090519 0.598063 0.38 -1.09 -0.43 -0.65
C -0.434439 -1.060578 -0.306178 -0.95 0.49 -0.63 -0.25
C 1.079731 -1.076514 -0.252423 0.54 0.27 -0.91 -0.25
N 1.815301 -0.097020 -1.079160 -0.44 -0.01 0.83 -0.63
C 1.516607 1.294596 -0.727780 1.35 -0.61 -0.04 -0.06
N 0.526212 1.886499 -1.599616 -0.80 -0.35 0.24 -0.87
H -3.052702 -0.461035 -0.439305 0.58 0.79 -0.41 0.17
H -2.859343 -1.231955 1.022345 0.79 0.11 0.10 0.19
H -3.056574 0.437427 1.133559 -0.05 0.40 -0.42 0.20
H -0.825371 0.828985 0.278037 -0.45 0.01 -0.13 0.37
H -0.842605 -0.823534 -1.306249 0.66 -0.10 -0.21 0.17
H -0.800827 -2.080920 -0.167893 -0.12 0.08 0.75 0.19
H 1.389236 -0.914465 0.775900 0.07 -0.25 0.05 0.23
H 1.434288 -2.046301 -0.620321 -0.11 -0.03 0.36 0.19
H 1.708311 -0.332458 -2.055603 -0.07 0.39 -0.12 0.35
H 1.255426 1.248851 0.331403 -0.60 0.32 -0.11 0.19
H 2.467621 1.842414 -0.705406 0.01 0.14 -0.36 0.15
H 0.201256 2.810395 -1.357446 0.27 0.11 0.09 0.37
H 0.838251 1.869257 -2.557209 0.05 0.16 -0.09 0.36
O 0.684131 -0.414517 2.836641 1.57 2.48 0.32 -0.99
H -0.153045 0.043341 2.701512 -0.27 -1.38 -0.23 0.51
H 0.754446 -1.334671 2.977527 -1.10 -1.22 0.17 0.48
```
Forces are in eV/Å.

***

C4H15N3O | wB97M-V/def2-TZVPD

## Properties
- Orbital gap: 9.1 eV
- Molar mass: 121.2 g/mol
- F_max: 5.36 eV/Å
- Highest occupied orbital energy: -16.12 eV
- ΔE to the lowest compared entry with this formula, charge and spin: 86.50 kcal/mol
- Total charge: +2

```
23
Properties=species:S:1:pos:R:3:forces:R:3:nbo_charge:R:1
C 0.028221 0.909069 -1.983427 1.64 2.37 0.19 -0.23
C 1.163825 0.719322 -0.904136 2.07 0.62 -3.92 -0.47
C 0.885707 -0.302536 0.042741 0.15 -5.34 0.40 -0.13
C 1.003073 -1.633900 -0.405701 -1.49 0.20 -0.90 0.11
N 0.473773 -2.826872 0.070517 1.65 -1.49 -1.62 -0.79
N 0.685265 -0.005571 1.492419 -1.38 -0.52 2.17 -0.73
N -1.318367 1.047328 -1.207286 -0.22 -0.58 1.75 -0.75
H 0.363916 1.973556 -2.394551 -1.50 -2.25 0.28 0.26
H -0.129190 0.144363 -2.849783 0.40 1.32 1.90 0.27
H 2.216807 0.680566 -1.552561 -2.54 -0.40 1.74 0.29
H 1.321182 1.608686 -0.367348 -0.13 1.79 0.36 0.24
H 1.331078 -1.723760 -1.539785 -0.58 0.17 2.60 0.25
H 0.729860 -3.745834 -0.441574 -0.41 2.45 0.75 0.44
H 0.273463 -3.114746 1.016831 0.04 0.83 0.34 0.41
H 0.103919 0.869932 1.796112 1.24 -1.48 -0.92 0.48
H 1.638245 0.020979 1.921331 -0.92 0.25 0.12 0.46
H 0.112025 -0.771542 2.056106 1.54 1.53 -1.66 0.47
H -1.404990 1.358610 -0.138170 1.04 -1.03 -2.40 0.46
H -1.799073 1.835800 -1.633232 -0.97 -0.61 -0.65 0.46
H -1.768978 0.076750 -1.228840 0.01 2.04 -0.27 0.47
H -2.615513 1.329743 2.847403 -1.14 -1.19 0.88 0.51
H -1.865669 2.389995 2.308611 0.35 -0.40 -0.60 0.50
O -1.984592 1.426372 2.151629 1.14 1.71 -0.54 -0.99
```
Forces are in eV/Å.